[1]
{
  "formula": "C40H36CrN4O7S4",
  "method": "ωB97M-V/def2-TZVPD",
  "species": ["Cr", "S", "S", "S", "S", "O", "O", "O", "O", "O", "O", "O", "N", "N", "N", "N", "C", "C", "C", "C", "C", "C", "C", "C", "C", "C", "C", "C", "C", "C", "C", "C", "C", "C", "C", "C", "C", "C", "C", "C", "C", "C", "C", "C", "C", "C", "C", "C", "C", "C", "C", "C", "C", "C", "C", "C", "H", "H", "H", "H", "H", "H", "H", "H", "H", "H", "H", "H", "H", "H", "H", "H", "H", "H", "H", "H", "H", "H", "H", "H", "H", "H", "H", "H", "H", "H", "H", "H", "H", "H", "H", "H"],
  "coordinates": [[0.5006, -0.1547, 0.9138], [1.9654, -1.5873, -0.3499], [4.4161, -0.5428, -2.5630], [0.1832, 1.1594, -1.3620], [4.9395, 0.4170, 0.2644], [-2.6886, -5.3135, -3.4863], [-1.3311, -6.9656, -2.9141], [0.8806, 0.8033, -2.5513], [1.0387, 1.5128, -0.1854], [-0.6965, 0.0848, -0.7622], [1.3572, -3.4751, 3.1594], [1.7899, 3.2822, 2.9368], [0.1694, -1.9206, 2.0641], [0.2683, 1.7088, 2.4076], [1.9910, -0.1644, 2.2689], [6.2801, 1.0688, -1.9253], [0.5248, 4.0052, 2.8386], [-0.0355, -4.9969, -1.1615], [3.7163, 0.9763, 3.3733], [-1.7989, 3.1951, 2.1235], [-3.6194, 4.7487, 1.8021], [-0.8460, -2.9084, 2.5056], [-3.2893, 5.8253, -2.9141], [-1.8928, -3.3236, 1.5024], [-0.7032, -4.6974, -2.3440], [-3.6825, 2.5947, 0.7536], [2.5180, 0.9756, 2.6817], [2.4129, -1.3442, 2.6962], [-4.2685, 3.8259, 0.9920], [-2.3990, 4.4296, 2.3718], [1.4899, 2.0397, 2.6013], [-3.8874, -4.1693, -0.2534], [1.2924, -2.3069, 2.5604], [0.9109, -2.7719, -1.1328], [-0.3780, 3.8048, -1.5471], [0.2822, -2.5005, -2.3495], [0.0372, -4.0776, 2.9806], [4.2758, -0.2623, 3.6742], [6.3404, 1.1184, -3.3770], [-3.1729, -3.0093, -0.5099], [-2.6224, -4.4804, 1.7655], [-2.4314, 4.6677, -2.4895], [-2.4481, 2.2826, 1.3098], [-2.0993, 2.2806, -2.2940], [5.2801, 0.3857, -1.3549], [-1.1782, 4.8733, -1.9201], [0.7621, -4.0356, -0.5615], [3.5929, -1.4478, 3.4063], [-0.5345, -3.4501, -2.9354], [-3.6113, -4.9037, 0.8908], [5.6366, -0.1484, -3.8527], [-1.6656, -5.6582, -2.9680], [-0.8570, 2.5173, -1.7234], [-2.1809, -2.5870, 0.3640], [-2.8760, 3.3589, -2.6733], [-0.5226, 2.8798, 2.8565], [-5.2301, 4.0652, 0.5575], [6.3304, -0.9801, -3.9605], [0.4763, 4.6786, 3.6882], [-3.3716, -2.4415, -1.4092], [-2.4542, 1.2665, -2.4256], [0.4430, -1.5455, -2.8276], [0.5220, 4.5652, 1.9033], [0.1283, -4.8615, 2.2305], [-1.9161, 5.1485, 3.0246], [5.1166, 0.0092, -4.7939], [-2.8491, 6.7760, -2.6191], [6.7900, 1.7182, -1.3466], [-3.4123, 5.8318, -3.9983], [-4.0723, 5.7106, 2.0028], [5.2193, -0.3029, 4.2011], [-0.1627, -5.9621, -0.6841], [-4.1844, 1.8661, 0.1313], [-4.1668, -5.8072, 1.1046], [-0.7995, 2.6679, 3.8958], [4.1715, 1.9005, 3.6977], [-4.6422, -4.5052, -0.9509], [3.9505, -2.4028, 3.7623], [-0.4396, -7.0667, -2.5579], [-3.8516, 3.1843, -3.1112], [-1.6270, -1.6927, 0.1191], [-0.2543, -4.4997, 3.9368], [-2.0157, 1.3115, 1.1099], [-0.8209, 5.8845, -1.7704], [-2.4255, -5.0615, 2.6603], [-1.0526, -3.2341, -3.8607], [-4.2851, 5.7574, -2.4741], [-1.3535, -2.4582, 3.3656], [5.8373, 2.0144, -3.7502], [0.5983, 3.9686, -1.1085], [1.2896, -4.2619, 0.3578], [7.3789, 1.1398, -3.7043]],
  "atomic_forces_ev_per_a": [[0.1, -0.1, -0.6], [-0.1, 0.3, -0.1], [0.0, 0.1, 0.1], [-0.2, -0.1, 0.1], [-0.1, 0.0, 0.1], [0.0, 0.0, 0.0], [0.0, 0.0, 0.1], [-0.1, 0.0, -0.1], [0.2, -0.1, 0.0], [0.1, -0.1, 0.1], [0.0, 0.0, 0.0], [0.0, 0.0, 0.1], [-0.1, 0.0, 0.2], [-0.1, 0.1, 0.2], [-0.1, 0.1, 0.1], [0.0, 0.0, 0.1], [0.0, 0.0, 0.1], [0.0, 0.0, 0.0], [0.0, 0.0, 0.0], [0.0, 0.1, 0.1], [0.0, 0.0, 0.0], [0.0, -0.1, -0.1], [0.0, 0.0, 0.0], [0.0, 0.0, 0.0], [0.0, 0.0, 0.1], [0.0, 0.0, 0.0], [0.1, -0.1, 0.0], [0.0, 0.0, 0.0], [0.0, 0.0, 0.0], [0.1, 0.0, -0.1], [0.1, -0.1, 0.0], [0.0, 0.0, 0.0], [0.1, 0.1, 0.0], [0.0, -0.1, 0.1], [-0.1, 0.0, 0.1], [0.0, 0.0, 0.0], [0.0, 0.0, 0.0], [0.0, 0.0, 0.0], [0.0, 0.0, 0.0], [0.0, 0.0, 0.0], [0.0, 0.0, 0.0], [0.0, 0.0, 0.0], [-0.1, -0.1, 0.0], [0.0, 0.0, 0.0], [0.1, -0.1, -0.2], [0.0, 0.0, 0.0], [0.0, 0.0, 0.0], [0.0, 0.0, 0.0], [0.0, 0.0, 0.0], [0.0, 0.0, 0.0], [0.0, 0.0, 0.0], [0.0, 0.0, -0.1], [0.1, 0.1, 0.0], [0.0, 0.0, 0.0], [0.0, 0.0, 0.0], [0.1, 0.1, -0.2], [0.0, 0.0, 0.0], [0.0, 0.0, 0.0], [0.0, 0.0, 0.0], [0.0, 0.0, 0.0], [0.0, 0.0, 0.0], [0.0, 0.1, 0.0], [0.0, 0.0, 0.0], [0.0, 0.0, 0.0], [0.0, 0.0, 0.0], [0.0, 0.0, 0.0], [0.0, 0.0, 0.0], [0.0, 0.0, 0.0], [0.0, 0.0, 0.0], [0.0, 0.0, 0.0], [0.0, 0.0, 0.0], [0.0, 0.0, 0.0], [0.0, 0.0, 0.0], [0.0, 0.0, 0.0], [0.0, -0.1, 0.0], [0.0, 0.0, 0.0], [0.0, 0.0, 0.0], [0.0, 0.0, 0.0], [0.0, 0.0, 0.0], [0.0, 0.0, 0.0], [0.0, 0.0, 0.0], [0.0, 0.0, 0.0], [0.0, 0.0, 0.0], [0.0, 0.0, 0.0], [0.0, 0.0, 0.0], [0.0, 0.0, 0.0], [0.0, 0.0, 0.0], [0.0, 0.0, 0.0], [0.0, 0.0, 0.0], [0.0, 0.0, 0.0], [0.0, 0.0, 0.0], [0.0, 0.0, 0.0]],
  "gap_ev": [6.73, 6.52],
  "e_lumo_ev": [-3.559, -3.760],
  "e_homo_ev": [-10.3, -10.3],
  "e_above_lowest_ev": 0.000,
  "total_charge": 1,
  "spin_multiplicity": 4
}

***

[2]
{
  "formula": "C48H66BrF8NO12",
  "method": "ωB97M-V/def2-TZVPD",
  "species": ["Br", "F", "F", "F", "F", "F", "F", "F", "F", "O", "O", "O", "O", "O", "O", "O", "O", "O", "O", "O", "O", "N", "C", "C", "C", "C", "C", "C", "C", "C", "C", "C", "C", "C", "C", "C", "C", "C", "C", "C", "C", "C", "C", "C", "C", "C", "C", "C", "C", "C", "C", "C", "C", "C", "C", "C", "C", "C", "C", "C", "C", "C", "C", "C", "C", "C", "C", "C", "C", "C", "H", "H", "H", "H", "H", "H", "H", "H", "H", "H", "H", "H", "H", "H", "H", "H", "H", "H", "H", "H", "H", "H", "H", "H", "H", "H", "H", "H", "H", "H", "H", "H", "H", "H", "H", "H", "H", "H", "H", "H", "H", "H", "H", "H", "H", "H", "H", "H", "H", "H", "H", "H", "H", "H", "H", "H", "H", "H", "H", "H", "H", "H", "H", "H", "H", "H"],
  "coordinates": [[-5.4174, -3.6382, -2.9278], [-4.4222, -6.8744, 2.0527], [-4.1472, -4.1796, 2.1396], [-2.9865, -7.0305, 3.9514], [-1.2135, -3.0187, 1.9403], [-2.8767, -3.0103, -0.2432], [-2.5462, -4.4170, 3.8984], [-2.9771, -5.4946, -0.4827], [-0.4102, -5.2514, 1.6589], [-2.7143, 2.3259, 5.3052], [-5.2790, 2.5181, -0.9680], [-1.7865, 6.7221, -0.0392], [8.1759, 5.0761, 0.6467], [-0.7514, 3.2804, 4.1226], [-3.7343, 0.0297, 7.3140], [5.8257, -1.9461, -4.8948], [-1.2824, -3.3885, -2.3210], [-0.8882, 2.6476, -3.9363], [1.9876, -2.9516, -3.0973], [6.2019, 5.1465, -0.7437], [0.9457, -6.0993, 6.6884], [-6.0235, 4.9041, 2.6703], [-1.7090, 6.1776, -1.3639], [-4.1083, 3.2086, 1.9787], [7.6183, 4.7940, -0.5586], [-2.6874, 2.6815, -0.3972], [-4.6770, -0.7055, -2.0385], [6.0062, 0.0592, -6.1407], [5.0392, -0.9567, -5.5728], [-0.8974, -4.2897, -1.2238], [-3.7245, 0.6282, -2.0012], [-3.0518, -6.4806, 2.5487], [-1.2382, -4.0526, -3.6343], [-4.8487, 4.6843, 1.7110], [3.7959, 4.4696, -0.9397], [0.1744, -8.3372, 6.6350], [-0.1654, -6.1749, 5.7846], [7.2031, -1.7512, -5.2441], [-1.3843, 8.4954, -1.5558], [-1.5005, 3.1557, 5.3829], [4.1649, -3.7925, -2.6990], [7.2281, -0.7819, -6.4056], [-2.1198, -4.3095, -0.1120], [0.1414, 3.9316, 0.8367], [-1.9407, 7.3242, -2.3236], [-2.3213, 0.6884, -2.9091], [-0.3190, -7.6299, 5.3992], [5.3822, 3.9904, -1.1389], [-4.2102, -2.0262, -2.9519], [-1.2396, 4.4296, 3.3115], [-1.2688, 3.8756, 1.7337], [-3.7398, 0.0994, 5.8308], [-2.8424, -4.8555, 2.4846], [-2.4039, 0.8883, 5.2255], [0.1437, 3.3706, -0.7177], [1.2957, -7.4301, 7.0928], [-2.6918, 3.2694, 1.1446], [-1.8131, -0.5884, -3.8306], [-2.8011, -1.9303, -3.7920], [-4.0447, 1.9969, -1.0947], [2.7842, -4.1388, -3.2123], [2.8838, 3.1014, -0.9999], [-1.6178, -4.3860, 1.4468], [-1.4146, 2.0922, -2.8403], [-2.2373, -3.2243, -4.6893], [1.4300, 3.3805, -1.7347], [3.8623, -2.7362, -1.6678], [-1.2831, 2.7402, -1.3039], [2.7043, -1.9972, -2.3019], [-1.7694, 8.1532, -0.1330], [-3.8449, -0.9979, 5.4360], [1.3573, 2.5709, -2.6079], [-1.5815, -5.1714, -3.6372], [2.0320, -1.5555, -1.5612], [-5.2024, 4.8221, 0.6033], [-2.2969, -7.0977, 1.8773], [0.1005, -3.9409, -0.6988], [-0.7085, 5.7500, -1.4912], [-6.9101, 5.0904, 2.1525], [3.5367, -3.2110, -0.7346], [2.7141, 2.7362, 0.0998], [-1.4648, 7.1696, -3.2952], [7.6609, -2.7133, -5.4902], [3.0579, -1.2042, -2.9698], [-3.1964, -3.8347, -4.9812], [-3.0160, 7.4641, -2.4861], [6.2361, 0.8194, -5.3848], [4.4804, -1.4615, -6.3680], [1.4424, -7.4591, 8.1763], [-1.7758, 9.4619, -1.8830], [-0.8161, -0.6079, -4.4618], [2.3157, -4.9162, -2.5995], [8.1551, -0.2056, -6.4600], [-4.0467, 5.5178, 2.0061], [-6.1307, 4.0552, 3.2859], [3.4493, 2.2475, -1.6111], [0.5032, -9.3635, 6.4527], [-2.2759, 4.8483, 3.6659], [4.7112, -2.0856, -1.4429], [-4.7491, 0.6535, 5.5422], [1.4187, 4.4306, -2.2873], [7.1063, -1.3265, -7.3496], [-0.6195, -8.3605, 7.3907], [4.7664, -3.3601, -3.5072], [8.2684, 4.3367, -1.4347], [-5.6596, -0.7604, -1.4043], [1.1206, 4.3621, 1.3304], [-1.7962, 4.2165, 5.8339], [-0.7889, 2.6225, 6.1787], [0.3362, -7.8633, 4.5515], [7.7138, -1.3347, -4.3690], [-2.4470, 5.3788, -1.4781], [-2.8060, -0.2688, 7.6129], [2.7960, -4.4748, -4.2532], [-1.6273, -2.8507, -5.6444], [4.3257, -0.5111, -4.8736], [-1.0520, -5.8092, 6.3140], [-0.2924, 8.5170, -1.6524], [-2.2768, 0.4872, 4.1191], [-0.1390, -3.9207, -4.0789], [2.2413, -7.6898, 6.6052], [4.7006, -4.6571, -2.2989], [-2.7751, 8.5157, 0.1048], [-3.8525, 3.1912, 3.1206], [-0.3689, 5.2408, 3.3328], [-4.8155, 2.3229, 1.6832], [3.5265, 5.2679, -1.7522], [-1.4824, 0.5466, 5.8679], [-1.3433, -7.8917, 5.1224], [5.5071, 3.0419, -0.4527], [5.6199, 0.5659, -7.0288], [-0.7735, -5.3826, -1.6232], [-1.0686, 8.5618, 0.6008], [3.7026, 4.8873, 0.1657], [0.0168, -5.5289, 4.9213], [5.6135, 3.6552, -2.2534]],
  "atomic_forces_ev_per_a": [[1.7, 2.0, -0.1], [4.1, 1.5, 1.5], [4.5, -2.2, 0.8], [-0.2, 2.1, -4.3], [-1.1, -4.4, -2.0], [2.0, -4.5, 0.7], [-0.6, -1.2, -4.7], [2.0, 3.5, 1.7], [-3.9, 2.4, -0.9], [2.5, -0.3, -0.2], [7.7, -3.4, -0.6], [0.0, 0.3, -0.2], [-3.6, -1.9, -8.4], [-2.3, 1.3, 1.3], [2.1, -0.3, -1.1], [0.2, 0.3, -0.2], [0.5, -2.7, 0.5], [-2.9, -3.5, 6.6], [0.2, -0.1, 0.1], [3.2, -2.4, 0.0], [-0.1, -0.3, -0.1], [0.3, -1.3, -0.7], [0.1, -0.3, 0.1], [0.8, 1.7, -0.3], [1.4, 2.2, 6.6], [2.8, 1.1, 1.0], [3.5, 0.3, -2.0], [-0.2, 0.6, 0.1], [-0.4, -0.3, 0.0], [-0.1, 0.0, 0.0], [1.0, -2.3, -1.8], [-2.0, -2.6, 0.5], [0.4, 0.5, -1.9], [0.5, 0.3, 0.6], [1.1, -1.1, 0.4], [-0.2, -0.4, 0.5], [-0.1, 0.4, 0.2], [0.2, -0.2, 0.4], [0.5, 0.5, -0.1], [0.6, -0.3, 1.3], [0.6, -0.2, -0.5], [0.4, -0.2, -0.5], [-0.4, 1.1, -1.9], [-3.8, -1.7, -1.7], [-0.5, -0.1, -0.4], [-0.9, -2.3, -0.3], [-0.1, -0.2, -0.6], [-1.7, -0.5, -0.3], [2.9, 4.6, 0.3], [1.3, -0.4, -1.9], [-0.3, -0.9, -2.6], [-0.2, 0.0, 0.0], [-1.8, 1.1, 2.5], [-1.8, -1.6, 0.0], [-3.4, -0.6, 1.6], [0.4, 0.2, 0.1], [2.5, -0.6, -2.7], [-4.6, 0.3, 3.1], [-0.5, 1.9, 0.5], [-3.7, 1.6, 0.2], [-0.3, -0.2, -0.1], [-0.2, 0.5, -0.3], [0.7, 1.6, 2.3], [1.2, 1.7, -3.0], [-0.6, 1.1, 1.6], [0.0, -0.1, -0.1], [0.0, 0.0, 0.6], [-0.4, 0.6, 2.3], [-0.2, 0.3, -0.2], [-0.2, -0.1, 0.4], [0.5, 2.0, 0.4], [-0.5, 1.8, 2.1], [0.7, 2.1, 0.4], [-0.1, 0.0, -0.1], [0.9, -0.4, 2.1], [-1.6, 1.5, 1.7], [-2.1, -0.5, -1.1], [-0.1, 0.0, -0.1], [1.1, -0.6, 0.7], [0.0, 0.1, 0.0], [0.3, 0.5, -2.2], [-0.1, 0.0, 0.1], [-0.1, 0.0, 0.1], [0.0, 0.1, 0.1], [2.1, 1.0, 0.4], [0.1, 0.0, 0.0], [-0.1, 0.0, -0.1], [-0.1, 0.1, 0.0], [0.0, 0.1, -0.1], [0.1, -0.1, 0.1], [-2.4, 0.2, 1.5], [0.0, -0.1, 0.0], [-0.1, -0.1, 0.0], [-1.5, -1.8, -1.0], [-0.1, 1.3, -1.1], [-1.2, 1.9, 1.4], [0.0, 0.1, 0.0], [2.1, -0.9, -0.8], [-0.1, -0.1, 0.0], [2.4, -1.0, 0.6], [0.1, -2.1, 1.2], [0.1, 0.1, 0.1], [0.1, 0.0, -0.1], [-0.1, -0.1, 0.2], [-1.7, 0.9, 1.6], [2.2, 0.2, -1.4], [-2.3, -1.0, -1.1], [0.3, -2.3, -1.2], [-1.3, 1.2, -1.9], [-0.1, 0.0, 0.0], [0.1, 0.0, 0.0], [0.1, 0.0, 0.1], [-2.2, 0.6, -0.9], [-0.1, 0.1, 0.1], [-1.5, -0.8, 2.2], [0.1, -0.1, 0.0], [-0.1, 0.0, -0.1], [-0.1, 0.1, 0.0], [0.0, 1.2, 2.1], [-2.3, -0.6, 1.2], [0.0, -0.1, 0.1], [-0.1, 0.1, 0.0], [0.0, 0.1, 0.0], [-0.5, -0.2, -2.1], [-2.1, -1.5, 0.1], [1.6, 1.7, 0.4], [0.4, -1.6, 1.7], [-1.6, 1.0, -1.2], [0.3, 0.1, 0.1], [0.2, 2.0, -1.1], [0.0, -0.1, 0.1], [-0.2, 2.0, 1.0], [-0.1, -0.1, 0.0], [0.3, -0.5, -2.5], [0.1, 0.0, 0.1], [-0.6, 0.8, 2.2]],
  "smiles": "NCCc1c(COCOCCO)cc(CCCCOC=O)c2c1C(=O)c1cc(Br)c(CCOCC(F)(F)C(F)(F)C(F)(F)C(F)F)cc1C2=O.C1CCOC1.C1CCOC1.C1CCOC1.C1CCOC1",
  "gap_ev": 7.00,
  "e_lumo_ev": -1.422,
  "e_homo_ev": -8.4,
  "spin_multiplicity": 1
}